1.
{
  "formula": "C20H48O14V",
  "method": "ωB97M-V/def2-TZVPD",
  "elements": ["O", "V", "O", "C", "O", "O", "O", "C", "O", "O", "O", "C", "C", "C", "O", "H", "H", "H", "H", "H", "H", "H", "H", "C", "C", "C", "O", "H", "H", "H", "H", "H", "H", "H", "H", "C", "C", "C", "O", "H", "H", "H", "H", "H", "H", "H", "H", "C", "C", "C", "O", "H", "H", "H", "H", "H", "H", "H", "H", "C", "C", "C", "O", "H", "H", "H", "H", "H", "H", "H", "H", "C", "C", "C", "O", "H", "H", "H", "H", "H", "H", "H", "H"],
  "positions_angstrom": [[-0.74558, 0.07437, -1.62035], [0.65742, -0.50945, -1.15674], [0.53893, -0.81512, 0.41167], [2.76893, 1.41127, -1.54477], [2.69775, 0.73687, -0.43305], [1.66957, 1.28047, -2.26210], [3.86827, 1.38525, -2.18958], [2.33915, -2.04386, -2.63911], [3.47969, -1.93146, -3.16819], [1.25963, -1.53790, -3.15495], [2.31727, -2.03370, -1.31783], [-1.59760, -3.59121, 0.94563], [-0.75034, -3.82136, -0.30290], [-1.05471, -5.10112, -1.07096], [-0.91276, -2.71601, -1.16525], [-1.65569, -4.52859, 1.52201], [-2.63301, -3.35270, 0.68540], [-1.18017, -2.83391, 1.60573], [0.29891, -3.80662, 0.00011], [-2.08963, -5.02930, -1.42661], [-0.95709, -5.97839, -0.42664], [-0.38774, -5.14978, -1.93031], [-1.67331, -2.82963, -1.74372], [2.36749, 1.36117, 2.82185], [2.16456, 2.82600, 2.46374], [3.08601, 3.73504, 3.28614], [2.65864, 3.00888, 1.14752], [3.43993, 1.18569, 2.89626], [1.84900, 0.75746, 2.08283], [1.94092, 1.15914, 3.81651], [1.11855, 3.13700, 2.57939], [4.09935, 3.67659, 2.89614], [3.04563, 3.47041, 4.35077], [2.77251, 4.78379, 3.24091], [2.46287, 2.21590, 0.57725], [-1.36930, 0.50922, 3.09817], [-1.72426, 1.97928, 2.92931], [-2.08540, 2.26110, 1.48515], [-2.83985, 2.31108, 3.76440], [-1.31420, 0.21225, 4.15730], [-0.44606, 0.18663, 2.61778], [-2.22271, -0.07288, 2.73623], [-0.83922, 2.58685, 3.15102], [-2.68230, 3.17363, 1.40916], [-2.79445, 1.50129, 1.13322], [-1.24579, 2.20273, 0.79998], [-2.61589, 1.97709, 4.63784], [2.30377, -3.56538, 2.24631], [3.28948, -2.41394, 2.30796], [4.42144, -2.59787, 3.31103], [3.83410, -2.26920, 1.01483], [2.66945, -4.44421, 1.71261], [1.34056, -3.27214, 1.82218], [1.95523, -3.93793, 3.22754], [2.77111, -1.48998, 2.59797], [4.16868, -2.13101, 4.26761], [5.36589, -2.20229, 2.93676], [4.63127, -3.65112, 3.54360], [3.14929, -2.51407, 0.35596], [-4.28292, -0.75863, -4.14383], [-3.35695, -1.04999, -2.97556], [-4.00020, -0.66559, -1.66389], [-3.08827, -2.46583, -2.92414], [-5.21676, -1.32824, -4.10311], [-3.83435, -1.07392, -5.09133], [-4.50319, 0.30850, -4.21239], [-2.39185, -0.56264, -3.13259], [-4.17760, 0.41633, -1.68106], [-3.38241, -0.88012, -0.79504], [-5.02000, -1.04875, -1.55061], [-2.35965, -2.64789, -3.53061], [-0.85915, 3.83054, -1.67330], [-0.90891, 3.67920, -3.19467], [-1.11533, 5.01499, -3.90139], [0.39007, 3.27156, -3.64371], [-0.67362, 2.83812, -1.28857], [-1.80009, 4.22650, -1.27486], [-0.03340, 4.47509, -1.37088], [-1.62333, 2.91043, -3.51176], [-1.98542, 5.54886, -3.50296], [-1.33634, 4.84213, -4.96140], [-0.19745, 5.59952, -3.88485], [0.77297, 2.58543, -3.02816]],
  "homo_energy_ev": 2.051,
  "charge": -3,
  "relative_energy_ev": 0.0000,
  "mol_weight_g_mol": 563.53
}

***

2.
{
  "formula": "C17H15F2NO5",
  "method": "ωB97M-V/def2-TZVPD",
  "elements": ["O", "C", "C", "O", "C", "O", "C", "C", "C", "C", "C", "O", "C", "C", "N", "C", "C", "C", "C", "O", "C", "F", "F", "C", "C", "H", "H", "H", "H", "H", "H", "H", "H", "H", "H", "H", "H", "H", "H", "H"],
  "positions_angstrom": [[-0.46032, 0.37488, -0.98321], [-1.03863, -0.67834, -1.07763], [-0.32187, -1.95042, -1.56802], [1.07033, -1.81051, -1.38635], [1.45672, -1.73247, -0.09577], [0.68503, -1.89780, 0.81842], [2.89945, -1.46037, 0.05242], [3.45335, -1.48862, 1.33152], [4.79396, -1.21957, 1.51331], [5.60385, -0.91847, 0.42293], [7.07086, -0.62554, 0.62092], [7.64256, 0.15680, -0.39726], [5.04876, -0.89382, -0.85155], [3.70719, -1.16077, -1.04114], [-2.35507, -0.89363, -0.81492], [-3.31962, 0.02928, -0.39259], [-3.03766, 1.37140, -0.16957], [-4.03681, 2.24128, 0.23385], [-5.32568, 1.77104, 0.41632], [-6.41719, 2.55564, 0.81636], [-6.27270, 3.86210, 1.03775], [-5.37924, 4.14919, 2.01915], [-5.83129, 4.54766, -0.04873], [-5.61807, 0.42987, 0.20098], [-4.62158, -0.43318, -0.20020], [-0.47517, -2.07050, -2.64297], [-0.68541, -2.83171, -1.02646], [2.81141, -1.71796, 2.16834], [5.22072, -1.23907, 2.50568], [7.63139, -1.56718, 0.61040], [7.22217, -0.15594, 1.60471], [7.16420, 0.99190, -0.45236], [5.68336, -0.66532, -1.69550], [3.27703, -1.13315, -2.02942], [-2.69776, -1.84006, -0.90570], [-2.03500, 1.73749, -0.30926], [-3.78325, 3.27585, 0.39808], [-7.24859, 4.28019, 1.33181], [-6.62784, 0.08520, 0.35216], [-4.85359, -1.47536, -0.36649]],
  "homo_energy_ev": -8.541,
  "relative_energy_ev": 0.0000,
  "mol_weight_g_mol": 351.31
}

***

3.
{
  "formula": "C36H30MoN8O4P2SSe2",
  "method": "ωB97M-V/def2-TZVPD",
  "elements": ["Mo", "Se", "P", "C", "C", "C", "C", "C", "C", "C", "C", "C", "C", "C", "C", "C", "C", "N", "N", "N", "P", "Se", "C", "C", "C", "C", "C", "C", "C", "C", "C", "C", "C", "C", "H", "H", "H", "H", "H", "H", "H", "H", "H", "H", "H", "H", "H", "H", "H", "H", "H", "H", "H", "H", "O", "S", "O", "O", "C", "N", "C", "C", "C", "N", "C", "C", "C", "N", "C", "C", "H", "H", "H", "H", "H", "H", "N", "C", "N", "O", "H", "H", "H", "H"],
  "positions_angstrom": [[-0.36308, -1.32127, -2.76192], [1.27042, 0.34213, 2.90708], [-0.77148, -0.24197, 2.87378], [-2.00608, 1.07483, 3.09408], [-3.32268, 0.82643, 2.71658], [-4.29858, 1.76523, 2.99378], [-3.96868, 2.93973, 3.65348], [-2.65798, 3.18053, 4.03257], [-1.67278, 2.24823, 3.75568], [-1.23738, -1.47537, 4.12068], [-1.28108, -0.95997, 5.41598], [-1.61128, -1.78787, 6.46968], [-1.88928, -3.12537, 6.23478], [-1.83838, -3.63227, 4.94687], [-1.50628, -2.81617, 3.87758], [-1.06448, -0.86997, 1.20958], [-1.10138, -0.21057, -0.02553], [-1.08448, -1.21127, -0.94912], [-1.01408, -2.36377, -0.32363], [-0.99638, -2.19077, 0.94608], [-1.00228, 1.46563, -0.67063], [-0.69568, 1.19473, -2.86392], [0.43932, 2.29993, 0.04527], [1.69422, 2.05423, -0.51043], [2.80782, 2.69243, 0.00438], [2.67222, 3.59163, 1.05227], [1.42652, 3.82043, 1.61358], [0.30742, 3.16573, 1.12858], [-2.57098, 2.30223, -0.32993], [-3.73068, 1.53423, -0.41962], [-4.96008, 2.12213, -0.19393], [-5.03738, 3.46803, 0.13397], [-3.88488, 4.23423, 0.19608], [-2.64758, 3.66443, -0.05642], [-3.57358, -0.10627, 2.22788], [-5.32228, 1.57723, 2.71087], [-4.73678, 3.66313, 3.87977], [-2.40348, 4.08773, 4.55678], [-0.64538, 2.41523, 4.05277], [-1.05058, 0.08253, 5.59498], [-1.65268, -1.39337, 7.47207], [-2.13438, -3.77387, 7.06038], [-2.05418, -4.67427, 4.77508], [-1.44798, -3.21767, 2.87768], [1.79112, 1.37783, -1.35493], [3.77842, 2.50703, -0.42753], [3.53552, 4.11713, 1.43077], [1.31942, 4.51343, 2.43307], [-0.65168, 3.31303, 1.60258], [-3.65928, 0.47723, -0.65203], [-5.85968, 1.53263, -0.26103], [-5.99778, 3.92173, 0.32687], [-3.94378, 5.28393, 0.43637], [-1.75518, 4.27253, -0.04292], [7.65122, -4.29437, -5.59792], [7.21632, -2.99637, -6.04663], [5.86602, -2.87707, -6.50902], [8.17642, -2.05757, -6.53382], [7.04052, -2.40577, -4.22963], [8.10362, -2.22287, -3.52062], [7.89502, -1.88827, -2.25253], [6.60322, -1.72377, -1.75672], [5.53462, -1.94917, -2.63442], [5.80032, -2.32107, -3.89912], [4.11672, -1.78127, -2.34762], [3.59432, -1.56027, -1.07263], [2.23602, -1.35277, -0.91442], [1.38992, -1.34257, -1.95832], [1.89832, -1.59247, -3.19522], [3.21082, -1.83017, -3.44682], [8.77602, -1.74477, -1.64062], [6.45822, -1.42197, -0.73232], [4.23022, -1.55557, -0.20073], [1.80592, -1.18337, 0.06708], [1.07562, -1.57557, -3.99662], [3.59662, -2.04167, -4.43412], [-4.23698, -1.79987, -3.58523], [-3.10678, -1.69517, -4.30093], [-3.17098, -1.73477, -5.63632], [-1.99458, -1.54287, -3.71882], [-5.13288, -1.89937, -4.03402], [-4.20628, -1.82877, -2.57812], [-4.03708, -1.89837, -6.12572], [-2.32888, -1.63967, -6.18472]],
  "homo_energy_ev": [-11.410, -11.425],
  "charge": 2,
  "mol_weight_g_mol": 986.56
}